P | C20H60O10 | the ωB97M-V functional and the def2-TZVPD basis

Results
2S+1 = 1
SMILES = CC(C)O.CC(C)O.CC(C)O.CC(C)O.CC(C)O.CO.CO.CO.CO.CO
frontier orbital gap = 10.1 eV

Last columns: bonded neighbours and bond lengths (Å).
Element x y z (Å)
1 C 10.91 42.85 28.57  C2 1.489, H5 1.007, H6 1.039, H7 1.011
2 C 10.94 43.71 27.36  C1 1.489, C3 1.583, O4 1.447, H8 1.150
3 C 9.45 43.91 26.86  C2 1.583, H9 1.160, H10 1.212, H11 1.125
4 O 11.50 45.02 27.64  C2 1.447, H12 0.928
5 H 10.30 43.05 29.34  C1 1.007
6 H 11.92 42.84 28.84  C1 1.039
7 H 10.69 41.87 28.45  C1 1.011
8 H 11.60 43.19 26.57  C2 1.150
9 H 8.97 42.90 26.55  C3 1.160
10 H 9.27 44.59 25.88  C3 1.212
11 H 8.74 44.39 27.58  C3 1.125
12 H 12.40 44.85 27.73  O4 0.928
13 C 7.73 40.85 24.20  C14 1.538, H17 1.095, H18 1.120, H19 1.142
14 C 7.63 41.75 22.95  C13 1.538, C15 1.582, O16 1.415, H20 1.208
15 C 8.75 42.85 23.14  C14 1.582, H21 1.147, H22 1.000, H23 1.119
16 O 7.99 41.03 21.79  C14 1.415, H24 1.016
17 H 6.97 40.09 24.02  C13 1.095
18 H 7.54 41.23 25.24  C13 1.120
19 H 8.58 40.10 24.15  C13 1.142
20 H 6.47 42.07 22.80  C14 1.208
21 H 9.85 42.58 23.00  C15 1.147
22 H 8.65 43.14 24.10  C15 1.000
23 H 8.38 43.73 22.55  C15 1.119
24 H 7.20 40.46 21.50  O16 1.016
25 C 12.45 41.39 24.42  C26 1.534, H29 1.039, H30 1.006, H31 1.087
26 C 13.06 40.34 25.36  C25 1.534, C27 1.636, O28 1.427, H32 1.189
27 C 14.68 40.47 25.19  C26 1.636, H33 1.114, H34 1.159, H35 1.089
28 O 12.73 40.74 26.69  C26 1.427, H36 0.977
29 H 11.44 41.54 24.61  C25 1.039
30 H 12.53 41.28 23.43  C25 1.006
31 H 12.97 42.27 24.78  C25 1.087
32 H 12.52 39.29 25.17  C26 1.189
33 H 14.95 40.12 24.17  C27 1.114
34 H 15.06 39.95 26.15  C27 1.159
35 H 15.16 41.45 25.16  C27 1.089
36 H 11.80 40.47 26.83  O28 0.977
37 C 12.47 44.44 21.87  C38 1.586, H41 1.048, H42 1.026, H43 1.149
38 C 12.37 45.79 22.70  C37 1.586, C39 1.572, O40 1.439, H44 1.079
39 C 12.31 45.72 24.27  C38 1.572, H45 0.970, H46 0.982, H47 1.051
40 O 13.48 46.63 22.33  C38 1.439, H48 0.917
41 H 12.64 44.76 20.89  C37 1.048
42 H 11.62 43.89 22.02  C37 1.026
43 H 13.38 43.81 22.19  C37 1.149
44 H 11.47 46.33 22.48  C38 1.079
45 H 12.42 46.64 24.56  C39 0.970
46 H 12.95 45.07 24.62  C39 0.982
47 H 11.49 45.28 24.76  C39 1.051
48 H 13.10 47.41 22.61  O40 0.917
49 C 16.52 39.06 29.94  C50 1.586, H53 0.964, H54 1.003, H55 1.117
50 C 15.27 39.07 28.95  C49 1.586, C51 1.512, O52 1.357, H56 1.073
51 C 14.41 37.83 28.95  C50 1.512, H57 1.049, H58 1.159, H59 1.157
52 O 14.58 40.23 29.12  C50 1.357, H60 0.902
53 H 16.87 38.21 30.23  C49 0.964
54 H 16.03 38.92 30.80  C49 1.003
55 H 17.12 39.98 30.10  C49 1.117
56 H 15.65 39.15 27.95  C50 1.073
57 H 13.78 37.61 28.14  C51 1.049
58 H 13.57 37.77 29.74  C51 1.159
59 H 15.03 36.86 28.91  C51 1.157
60 H 14.29 40.46 28.29  O52 0.902
61 C 14.65 43.62 27.86  O62 1.440, H63 1.191, H64 0.941, H65 1.254
62 O 14.30 44.94 27.38  C61 1.440, H66 0.912
63 H 14.07 42.81 27.20  C61 1.191
64 H 14.52 43.38 28.76  C61 0.941
65 H 15.80 43.29 27.51  C61 1.254
66 H 15.00 45.48 27.17  O62 0.912
67 C 16.58 43.10 23.09  O68 1.426, H69 0.997, H70 1.044, H71 1.106
68 O 17.16 44.11 23.91  C67 1.426, H72 0.851
69 H 15.59 43.13 23.05  C67 0.997
70 H 16.96 42.15 23.34  C67 1.044
71 H 17.11 43.25 22.13  C67 1.106
72 H 17.67 44.67 23.51  O68 0.851
73 C 14.74 36.60 25.52  O74 1.359, H75 1.127, H76 1.085, H77 1.129
74 O 16.00 37.02 25.82  C73 1.359, H78 1.020
75 H 14.46 35.51 25.52  C73 1.127
76 H 14.71 36.88 24.47  C73 1.085
77 H 13.86 37.10 26.02  C73 1.129
78 H 16.63 36.22 25.75  O74 1.020
79 C 10.33 37.96 26.83  O80 1.352, H81 1.110, H82 1.104, H83 1.129
80 O 10.35 39.25 27.22  C79 1.352, H84 0.875
81 H 9.36 37.41 26.85  C79 1.110
82 H 11.13 37.54 27.47  C79 1.104
83 H 10.89 37.86 25.86  C79 1.129
84 H 9.58 39.57 27.48  O80 0.875
85 C 15.43 39.63 20.48  O86 1.541, H87 1.202, H88 1.126, H89 1.029
86 O 16.45 38.62 19.92  C85 1.541, H90 1.117
87 H 14.41 39.00 20.48  C85 1.202
88 H 15.54 40.45 19.72  C85 1.126
89 H 15.74 39.80 21.45  C85 1.029
90 H 15.89 37.66 19.80  O86 1.117

Atom charges from the Mulliken analysis, given in e for atoms 1 to 5: number 1, C, carries -1.8129; number 2, C, carries 1.8386; number 3, C, carries -1.0040; number 4, O, carries -0.6390; number 5, H, carries 0.5319

---

Q | C20H60O10 | the ωB97M-V functional and the def2-TZVPD basis

Results
2S+1 = 1
SMILES = CCO.CCO.CCO.CCO.CCO.CCO.CCO.CCO.CCO.CCO
frontier orbital gap = 10.1 eV

Last columns: bonded neighbours and bond lengths (Å).
Element x y z (Å)
1 C 1.44 3.08 2.88  C2 1.515, H4 1.096, H5 1.094, H6 1.084
2 C 1.07 3.34 1.43  C1 1.515, O3 1.454, H7 1.087, H8 1.098
3 O 1.44 4.70 1.08  C2 1.454, H9 0.959
4 H 0.97 2.17 3.26  C1 1.096
5 H 0.93 3.84 3.48  C1 1.094
6 H 2.51 3.09 3.03  C1 1.084
7 H 0.05 3.10 1.15  C2 1.087
8 H 1.68 2.73 0.75  C2 1.098
9 H 2.31 4.66 0.68  O3 0.959
10 C 4.24 -1.77 -0.56  C11 1.510, H13 1.095, H14 1.084, H15 1.094
11 C 5.13 -2.69 -1.37  C10 1.510, O12 1.452, H16 1.094, H17 1.090
12 O 4.39 -3.94 -1.45  C11 1.452, H18 0.961
13 H 3.30 -1.74 -1.13  C10 1.095
14 H 4.63 -0.78 -0.36  C10 1.084
15 H 3.92 -2.29 0.35  C10 1.094
16 H 6.09 -2.91 -0.91  C11 1.094
17 H 5.27 -2.30 -2.38  C11 1.090
18 H 4.70 -4.37 -2.25  O12 0.961
19 C -3.90 -2.38 -0.48  C20 1.501, H22 1.088, H23 1.094, H24 1.093
20 C -4.67 -1.34 -1.23  C19 1.501, O21 1.452, H25 1.093, H26 1.096
21 O -5.00 -0.21 -0.37  C20 1.452, H27 0.962
22 H -4.43 -2.76 0.39  C19 1.088
23 H -2.92 -2.02 -0.17  C19 1.094
24 H -3.64 -3.19 -1.17  C19 1.093
25 H -5.61 -1.73 -1.65  C20 1.093
26 H -4.08 -0.95 -2.06  C20 1.096
27 H -5.52 0.38 -0.91  O21 0.962
28 C -3.57 -2.35 4.05  C29 1.511, H31 1.098, H32 1.089, H33 1.100
29 C -2.73 -1.39 4.86  C28 1.511, O30 1.432, H34 1.086, H35 1.099
30 O -1.85 -0.65 4.01  C29 1.432, H36 0.967
31 H -2.94 -3.11 3.56  C28 1.098
32 H -4.21 -1.90 3.30  C28 1.089
33 H -4.20 -3.00 4.67  C28 1.100
34 H -2.19 -1.91 5.65  C29 1.086
35 H -3.38 -0.65 5.34  C29 1.099
36 H -2.34 -0.54 3.18  O30 0.967
37 C 0.82 -0.27 -0.16  C38 1.509, H40 1.092, H41 1.088, H42 1.089
38 C -0.62 0.16 -0.30  C37 1.509, O39 1.449, H43 1.091, H44 1.096
39 O -0.64 1.39 -1.06  C38 1.449, H45 0.962
40 H 0.86 -1.21 0.40  C37 1.092
41 H 1.37 0.47 0.41  C37 1.088
42 H 1.22 -0.44 -1.16  C37 1.089
43 H -1.10 0.28 0.67  C38 1.091
44 H -1.21 -0.56 -0.89  C38 1.096
45 H -1.48 1.81 -0.84  O39 0.962
46 C 2.18 -4.38 -4.09  C47 1.516, H49 1.104, H50 1.089, H51 1.091
47 C 1.00 -3.46 -3.86  C46 1.516, O48 1.429, H52 1.094, H53 1.087
48 O -0.19 -4.22 -3.64  C47 1.429, H54 0.961
49 H 2.08 -4.90 -5.06  C46 1.104
50 H 2.15 -5.20 -3.37  C46 1.089
51 H 3.15 -3.91 -4.21  C46 1.091
52 H 0.80 -2.84 -4.74  C47 1.094
53 H 1.21 -2.83 -2.99  C47 1.087
54 H -0.42 -4.63 -4.48  O48 0.961
55 C 3.23 -0.34 -3.91  C56 1.505, H58 1.089, H59 1.092, H60 1.092
56 C 4.54 0.35 -4.22  C55 1.505, O57 1.427, H61 1.096, H62 1.104
57 O 5.44 0.13 -3.13  C56 1.427, H63 0.961
58 H 2.52 -0.30 -4.73  C55 1.089
59 H 2.82 0.14 -3.02  C55 1.092
60 H 3.39 -1.40 -3.72  C55 1.092
61 H 4.43 1.40 -4.48  C56 1.096
62 H 5.02 -0.06 -5.13  C56 1.104
63 H 6.18 0.73 -3.22  O57 0.961
64 C 2.90 -0.41 3.40  C65 1.526, H67 1.089, H68 1.087, H69 1.093
65 C 4.20 0.29 3.01  C64 1.526, O66 1.434, H70 1.093, H71 1.093
66 O 4.97 0.41 4.21  C65 1.434, H72 0.961
67 H 2.39 0.22 4.12  C64 1.089
68 H 3.09 -1.41 3.79  C64 1.087
69 H 2.25 -0.50 2.52  C64 1.093
70 H 3.92 1.27 2.62  C65 1.093
71 H 4.73 -0.32 2.27  C65 1.093
72 H 5.69 1.03 4.05  O66 0.961
73 C -3.53 3.93 -1.92  C74 1.502, H76 1.089, H77 1.095, H78 1.089
74 C -4.47 4.65 -0.99  C73 1.502, O75 1.426, H79 1.098, H80 1.096
75 O -5.71 3.95 -0.88  C74 1.426, H81 0.961
76 H -2.67 4.55 -2.14  C73 1.089
77 H -4.02 3.73 -2.88  C73 1.095
78 H -3.24 2.94 -1.55  C73 1.089
79 H -4.64 5.68 -1.32  C74 1.098
80 H -4.01 4.77 0.00  C74 1.096
81 H -6.19 4.32 -0.14  O75 0.961
82 C -3.13 2.73 1.86  C83 1.517, H85 1.091, H86 1.091, H87 1.091
83 C -3.75 1.49 2.47  C82 1.517, O84 1.427, H88 1.095, H89 1.091
84 O -3.32 0.32 1.79  C83 1.427, H90 0.971
85 H -3.23 3.61 2.49  C82 1.091
86 H -3.61 2.98 0.91  C82 1.091
87 H -2.09 2.54 1.61  C82 1.091
88 H -4.84 1.51 2.44  C83 1.095
89 H -3.45 1.41 3.52  C83 1.091
90 H -3.91 0.17 1.03  O84 0.971

Atom charges from the Mulliken analysis, given in e for atoms 1 to 5: number 1, C, carries -0.8346; number 2, C, carries 0.3485; number 3, O, carries -0.5734; number 4, H, carries 0.1586; number 5, H, carries 0.3834

---

R | C20H60O10 | the ωB97M-V functional and the def2-TZVPD basis

Results
2S+1 = 1
SMILES = CCO.CCO.CCO.CCO.CCO.CCO.CCO.CCO.CCO.CCO
frontier orbital gap = 10.3 eV

Last columns: bonded neighbours and bond lengths (Å).
Element x y z (Å)
1 C -13.80 9.82 -23.18  C2 1.523, H4 1.085, H5 1.096, H6 1.092
2 C -14.86 10.26 -22.18  C1 1.523, O3 1.423, H7 1.092, H8 1.093
3 O -14.87 11.69 -22.18  C2 1.423, H9 0.965
4 H -13.84 10.31 -24.14  C1 1.085
5 H -13.80 8.74 -23.37  C1 1.096
6 H -12.82 9.95 -22.72  C1 1.092
7 H -14.59 10.04 -21.15  C2 1.092
8 H -15.84 9.80 -22.33  C2 1.093
9 H -14.98 12.12 -23.03  O3 0.965
10 C -11.03 17.72 -19.52  C11 1.497, H13 1.089, H14 1.090, H15 1.101
11 C -11.56 16.82 -20.59  C10 1.497, O12 1.453, H16 1.089, H17 1.096
12 O -10.46 16.06 -21.15  C11 1.453, H18 0.958
13 H -10.32 18.49 -19.84  C10 1.089
14 H -10.65 17.20 -18.64  C10 1.090
15 H -11.85 18.31 -19.08  C10 1.101
16 H -12.17 17.33 -21.34  C11 1.089
17 H -12.22 16.03 -20.21  C11 1.096
18 H -10.46 15.21 -20.71  O12 0.958
19 C -14.45 19.30 -20.56  C20 1.518, H22 1.093, H23 1.096, H24 1.083
20 C -14.55 20.56 -19.72  C19 1.518, O21 1.428, H25 1.102, H26 1.100
21 O -14.29 21.69 -20.55  C20 1.428, H27 0.962
22 H -15.27 19.32 -21.29  C19 1.093
23 H -14.79 18.51 -19.88  C19 1.096
24 H -13.51 19.12 -21.07  C19 1.083
25 H -13.80 20.57 -18.92  C20 1.102
26 H -15.53 20.64 -19.23  C20 1.100
27 H -13.99 22.40 -19.98  O21 0.962
28 C -21.61 16.21 -23.08  C29 1.516, H31 1.092, H32 1.091, H33 1.093
29 C -20.68 17.32 -22.63  C28 1.516, O30 1.423, H34 1.094, H35 1.097
30 O -21.48 18.43 -22.28  C29 1.423, H36 0.968
31 H -22.10 16.45 -24.02  C28 1.092
32 H -22.39 16.00 -22.35  C28 1.091
33 H -21.11 15.25 -23.25  C28 1.093
34 H -20.00 17.59 -23.45  C29 1.094
35 H -20.05 16.93 -21.82  C29 1.097
36 H -20.86 19.13 -22.05  O30 0.968
37 C -12.71 13.97 -24.33  C38 1.523, H40 1.095, H41 1.090, H42 1.092
38 C -13.91 13.95 -25.27  C37 1.523, O39 1.437, H43 1.088, H44 1.087
39 O -14.54 12.66 -25.28  C38 1.437, H45 0.959
40 H -12.38 15.01 -24.21  C37 1.095
41 H -11.82 13.41 -24.61  C37 1.090
42 H -12.98 13.63 -23.33  C37 1.092
43 H -13.72 14.20 -26.31  C38 1.088
44 H -14.65 14.62 -24.84  C38 1.087
45 H -14.10 12.02 -25.84  O39 0.959
46 C -20.49 14.16 -20.29  C47 1.525, H49 1.088, H50 1.094, H51 1.092
47 C -19.13 13.48 -20.17  C46 1.525, O48 1.418, H52 1.098, H53 1.098
48 O -18.19 14.36 -19.57  C47 1.418, H54 0.969
49 H -20.81 14.65 -19.37  C46 1.088
50 H -21.27 13.44 -20.55  C46 1.094
51 H -20.55 14.88 -21.11  C46 1.092
52 H -18.70 13.15 -21.13  C47 1.098
53 H -19.33 12.58 -19.57  C47 1.098
54 H -17.43 13.81 -19.31  O48 0.969
55 C -14.99 15.98 -22.48  C56 1.516, H58 1.091, H59 1.097, H60 1.099
56 C -16.14 15.31 -21.77  C55 1.516, O57 1.420, H61 1.094, H62 1.095
57 O -17.39 15.65 -22.35  C56 1.420, H63 0.968
58 H -15.01 17.07 -22.57  C55 1.091
59 H -14.70 15.60 -23.47  C55 1.097
60 H -14.02 15.79 -22.00  C55 1.099
61 H -16.18 15.71 -20.75  C56 1.094
62 H -15.93 14.24 -21.71  C56 1.095
63 H -18.02 15.55 -21.62  O57 0.968
64 C -14.16 13.80 -18.95  C65 1.516, H67 1.098, H68 1.088, H69 1.097
65 C -14.88 12.55 -18.51  C64 1.516, O66 1.424, H70 1.095, H71 1.098
66 O -16.06 12.35 -19.27  C65 1.424, H72 0.969
67 H -14.06 13.82 -20.05  C64 1.098
68 H -13.18 14.05 -18.53  C64 1.088
69 H -14.82 14.67 -18.84  C64 1.097
70 H -15.19 12.60 -17.46  C65 1.095
71 H -14.25 11.65 -18.52  C65 1.098
72 H -15.74 11.96 -20.10  O66 0.969
73 C -17.74 18.87 -24.82  C74 1.519, H76 1.090, H77 1.097, H78 1.094
74 C -17.40 18.84 -23.34  C73 1.519, O75 1.444, H79 1.091, H80 1.085
75 O -18.09 19.95 -22.73  C74 1.444, H81 0.962
76 H -18.82 18.87 -24.95  C73 1.090
77 H -17.43 18.03 -25.45  C73 1.097
78 H -17.27 19.70 -25.35  C73 1.094
79 H -16.33 18.98 -23.16  C74 1.091
80 H -17.76 17.92 -22.88  C74 1.085
81 H -17.54 20.73 -22.88  O75 0.962
82 C -14.62 17.47 -25.88  C83 1.527, H85 1.089, H86 1.093, H87 1.092
83 C -14.20 18.46 -26.96  C82 1.527, O84 1.415, H88 1.096, H89 1.094
84 O -13.12 19.26 -26.52  C83 1.415, H90 0.960
85 H -15.10 17.97 -25.04  C82 1.089
86 H -13.75 16.95 -25.48  C82 1.093
87 H -15.33 16.69 -26.20  C82 1.092
88 H -15.03 19.15 -27.15  C83 1.096
89 H -14.05 18.01 -27.95  C83 1.094
90 H -12.30 18.98 -26.93  O84 0.960

Atom charges from the Mulliken analysis, given in e for atoms 1 to 5: number 1, C, carries -0.9428; number 2, C, carries -0.2496; number 3, O, carries -0.3340; number 4, H, carries 0.1148; number 5, H, carries 0.3945

---

S | C20H60O10 | the ωB97M-V functional and the def2-TZVPD basis

Results
2S+1 = 1
SMILES = CC(C)O.CC(C)O.CC(C)O.CC(C)O.CC(C)O.CO.CO.CO.CO.CO
frontier orbital gap = 9.5 eV

Last columns: bonded neighbours and bond lengths (Å).
Element x y z (Å)
1 C 6.91 22.83 8.30  C2 1.472, H5 1.084, H6 1.098, H7 1.084
2 C 7.85 23.53 7.42  C1 1.472, C3 1.532, O4 1.468, H8 1.107
3 C 8.68 24.55 8.20  C2 1.532, H9 1.099, H10 1.086, H11 1.107
4 O 8.73 22.50 6.84  C2 1.468, H12 0.998
5 H 6.25 22.18 7.72  C1 1.084
6 H 6.26 23.58 8.78  C1 1.098
7 H 7.45 22.30 9.08  C1 1.084
8 H 7.32 24.02 6.58  C2 1.107
9 H 8.07 25.35 8.65  C3 1.099
10 H 9.49 24.97 7.61  C3 1.086
11 H 9.12 24.04 9.07  C3 1.107
12 H 9.51 22.92 6.39  O4 0.998
13 C 10.30 20.55 2.81  C14 1.510, H17 1.087, H18 1.096, H19 1.097
14 C 11.10 19.49 3.52  C13 1.510, C15 1.511, O16 1.451, H20 1.100
15 C 12.06 20.12 4.50  C14 1.511, H21 1.092, H22 1.100, H23 1.093
16 O 10.21 18.54 4.16  C14 1.451, H24 1.025
17 H 9.77 20.16 1.95  C13 1.087
18 H 10.95 21.37 2.48  C13 1.096
19 H 9.59 20.95 3.54  C13 1.097
20 H 11.65 18.92 2.76  C14 1.100
21 H 12.78 20.73 3.95  C15 1.092
22 H 12.64 19.33 5.01  C15 1.100
23 H 11.54 20.69 5.27  C15 1.093
24 H 9.48 19.04 4.67  O16 1.025
25 C 6.23 18.70 7.00  C26 1.596, H29 1.099, H30 1.083, H31 1.103
26 C 6.81 19.30 5.64  C25 1.596, C27 1.522, O28 1.525, H32 1.108
27 C 5.97 20.45 5.09  C26 1.522, H33 1.095, H34 1.092, H35 1.085
28 O 8.26 19.75 5.78  C26 1.525, H36 0.992
29 H 6.06 19.49 7.74  C25 1.099
30 H 6.91 17.95 7.39  C25 1.083
31 H 5.26 18.21 6.83  C25 1.103
32 H 6.88 18.49 4.89  C26 1.108
33 H 5.89 21.23 5.85  C27 1.095
34 H 4.96 20.12 4.87  C27 1.092
35 H 6.45 20.86 4.21  C27 1.085
36 H 8.33 20.56 6.35  O28 0.992
37 C 12.58 15.43 5.85  C38 1.496, H41 1.094, H42 1.093, H43 1.105
38 C 11.09 15.32 5.75  C37 1.496, C39 1.479, O40 1.442, H44 1.088
39 C 10.40 16.15 6.76  C38 1.479, H45 1.105, H46 1.087, H47 1.089
40 O 10.66 15.74 4.44  C38 1.442, H48 1.002
41 H 12.92 16.47 5.73  C37 1.094
42 H 13.04 14.83 5.05  C37 1.093
43 H 12.98 15.05 6.80  C37 1.105
44 H 10.79 14.28 5.79  C38 1.088
45 H 10.73 15.92 7.79  C39 1.105
46 H 9.33 15.94 6.70  C39 1.087
47 H 10.63 17.20 6.60  C39 1.089
48 H 10.72 16.74 4.38  O40 1.002
49 C 8.74 18.35 -0.13  C50 1.522, H53 1.102, H54 1.095, H55 1.095
50 C 7.52 17.57 0.34  C49 1.522, C51 1.480, O52 1.414, H56 1.102
51 C 6.85 18.24 1.48  C50 1.480, H57 1.092, H58 1.098, H59 1.099
52 O 6.56 17.40 -0.68  C50 1.414, H60 0.963
53 H 9.15 17.93 -1.06  C49 1.102
54 H 9.54 18.28 0.61  C49 1.095
55 H 8.54 19.41 -0.34  C49 1.095
56 H 7.92 16.60 0.69  C50 1.102
57 H 6.41 19.20 1.21  C51 1.092
58 H 7.55 18.40 2.31  C51 1.098
59 H 6.07 17.62 1.93  C51 1.099
60 H 6.94 16.83 -1.36  O52 0.963
61 C 10.20 24.43 4.25  O62 1.418, H63 1.090, H64 1.087, H65 1.096
62 O 10.77 23.67 5.31  C61 1.418, H66 0.974
63 H 10.17 23.86 3.33  C61 1.090
64 H 9.19 24.68 4.56  C61 1.087
65 H 10.74 25.37 4.10  C61 1.096
66 H 11.73 23.55 5.20  O62 0.974
67 C 15.67 18.91 5.03  O68 1.408, H69 1.097, H70 1.079, H71 1.101
68 O 17.00 18.70 4.60  C67 1.408, H72 0.960
69 H 15.47 19.97 5.22  C67 1.097
70 H 15.02 18.53 4.26  C67 1.079
71 H 15.48 18.37 5.97  C67 1.101
72 H 17.58 18.93 5.33  O68 0.960
73 C 7.88 22.23 1.26  O74 1.452, H75 1.090, H76 1.113, H77 1.103
74 O 7.03 23.37 0.97  C73 1.452, H78 0.966
75 H 7.80 21.93 2.31  C73 1.090
76 H 7.56 21.31 0.72  C73 1.113
77 H 8.95 22.36 1.02  C73 1.103
78 H 7.04 23.54 0.02  O74 0.966
79 C 13.74 23.51 7.77  O80 1.416, H81 1.085, H82 1.098, H83 1.097
80 O 14.33 23.06 8.98  C79 1.416, H84 0.959
81 H 14.54 23.70 7.06  C79 1.085
82 H 13.12 22.72 7.32  C79 1.098
83 H 13.12 24.40 7.91  C79 1.097
84 H 13.66 22.61 9.50  O80 0.959
85 C 13.81 25.07 4.57  O86 1.488, H87 1.092, H88 1.095, H89 1.095
86 O 13.51 23.64 4.30  C85 1.488, H90 0.961
87 H 12.96 25.54 5.05  C85 1.092
88 H 14.66 25.20 5.26  C85 1.095
89 H 14.00 25.63 3.65  C85 1.095
90 H 14.15 23.34 3.64  O86 0.961

Atom charges from the Mulliken analysis, given in e for atoms 1 to 5: number 1, C, carries -1.3757; number 2, C, carries 0.7808; number 3, C, carries -1.3705; number 4, O, carries -0.2831; number 5, H, carries 0.1787

---

Among the structures above, stability is greatest for S.